No. 1
ORCA calculation (ωB97M-V with the def2-TZVPD basis set) on 2 unconnected molecules or ions with the total composition C5H14.

Output
* frontier orbital gap: 12.260 eV
* SMILES string: CCC.CC
* LUMO level: 1.127 eV
* charge: 0
* relative energy (zero: lowest compared OMol25 entry of this formula, charge and spin): 14.4 kcal per mole
* E: -5411.426 eV

Last column: natural (NBO) charge in e.
Atoms and positions in Å:
H (2.775, 1.001, -0.041)  0.210
C (-1.793, 1.319, 0.898)  -0.606
H (0.654, -0.242, 0.934)  0.195
H (-0.908, 0.771, 1.181)  0.203
H (-2.092, 1.035, -1.256)  0.198
C (1.495, -0.688, 0.427)  -0.391
H (1.373, 0.718, -1.225)  0.204
H (-3.500, 1.575, -0.424)  0.205
C (2.141, 0.284, -0.557)  -0.622
H (2.641, -0.173, -1.409)  0.208
C (-2.642, 0.919, -0.313)  -0.605
H (2.255, -0.953, 1.172)  0.192
H (2.160, -2.536, -0.408)  0.207
C (1.209, -2.018, -0.309)  -0.609
H (-2.999, -0.113, -0.343)  0.202
H (0.642, -2.623, 0.416)  0.202
H (-2.486, 1.338, 1.746)  0.201
H (0.601, -1.975, -1.209)  0.205
H (-1.527, 2.360, 0.721)  0.203

---

No. 2
ORCA calculation (ωB97M-V with the def2-TZVPD basis set) on 3 unconnected molecules or ions with the total composition CH10NO2.

Output
* frontier orbital gap: 12.137 eV
* LUMO level: -3.526 eV
* charge: +1
* relative energy (zero: lowest compared OMol25 entry of this formula, charge and spin): 21.2 kcal per mole
* E: -6777.718 eV

Last column: natural (NBO) charge in e.
Atoms and positions in Å:
O (0.453, 2.064, -1.440)  -0.962
N (0.291, -0.655, 1.004)  -0.679
H (1.231, 0.898, 0.021)  0.264
H (-0.063, -0.907, 0.076)  0.452
H (0.120, 2.800, -1.974)  0.501
H (-2.659, -0.972, -0.496)  0.495
H (0.539, 1.337, -2.069)  0.472
H (1.927, 0.575, 1.651)  0.240
H (-0.432, 0.034, 1.222)  0.448
H (-2.066, -2.347, -0.622)  0.494
H (2.278, -0.473, 0.214)  0.231
H (0.239, -1.535, 1.509)  0.453
C (1.549, 0.142, 0.733)  -0.432
O (-2.053, -1.574, -0.035)  -0.976

---

No. 3
ORCA calculation (ωB97M-V with the def2-TZVPD basis set) on 2 unconnected molecules or ions with the total composition CH3N2P.

Output
* frontier orbital gap (alpha / beta): 7.507 / 9.808 eV
* LUMO level (alpha / beta): -0.687 / -1.190 eV
* charge: 0
* relative energy (zero: lowest compared OMol25 entry of this formula, charge and spin): 78.7 kcal per mole
* E: -13350.372 eV

Last column: natural (NBO) charge in e.
Atoms and positions in Å:
H (0.443, 1.134, -0.089)  0.388
P (0.793, -0.690, 0.975)  0.738
H (-0.877, 0.951, 0.958)  0.403
C (2.229, -0.235, 0.027)  -0.156
H (0.227, -1.124, -1.988)  -0.016
N (3.193, 0.215, -0.444)  -0.287
N (0.087, 0.837, 0.708)  -1.070

---

No. 4
ORCA calculation (ωB97M-V with the def2-TZVPD basis set) on a single C4H10O3 molecule.

Output
* frontier orbital gap: 11.021 eV
* SMILES string: COC[C@@H](O)CO
* LUMO level: 0.905 eV
* charge: 0
* relative energy (zero: lowest compared OMol25 entry of this formula, charge and spin): 37.1 kcal per mole
* E: -10451.636 eV

Last column: natural (NBO) charge in e.
Atoms and positions in Å:
H (0.366, 0.054, 1.701)  0.490
H (2.709, 1.424, 0.561)  0.194
H (2.746, 0.712, -1.062)  0.175
H (-1.468, 1.501, 0.368)  0.479
H (-2.887, -0.370, 0.292)  0.170
C (0.541, -0.864, -0.376)  -0.096
O (-0.598, -0.049, 1.623)  -0.738
H (0.794, -1.903, -0.624)  0.188
H (-1.055, -1.852, 0.780)  0.160
C (-1.955, -0.213, -0.285)  -0.078
C (2.102, 0.928, -0.202)  -0.252
H (-2.086, -0.678, -1.268)  0.177
H (1.281, 1.591, -0.507)  0.183
O (1.606, -0.276, 0.356)  -0.559
H (0.378, -0.322, -1.315)  0.186
O (-1.698, 1.154, -0.509)  -0.724
C (-0.778, -0.836, 0.466)  0.045

---

No. 5
ORCA calculation (ωB97M-V with the def2-TZVPD basis set) on a molecular structure, C6H13O3Yb.

Output
* <S²>: 0.76
* frontier orbital gap (alpha / beta): 5.111 / 2.499 eV
* LUMO level (alpha / beta): -9.300 / -11.896 eV
* charge: +2
* multiplicity: 2
* relative energy (zero: lowest compared OMol25 entry of this formula, charge and spin): 0.0 kcal per mole
* E: -44084.616 eV

Last column: natural (NBO) charge in e.
Atoms and positions in Å:
H (-0.554, 2.790, -1.619)  0.288
C (2.475, -2.513, 3.263)  -0.244
C (3.530, -2.074, 4.074)  -0.313
O (0.754, -1.267, 0.216)  -0.876
H (-2.818, 2.739, -0.584)  0.190
H (1.956, -0.571, 2.536)  0.224
H (2.253, -3.585, 3.245)  0.214
C (-1.269, 1.986, -1.877)  -0.147
O (-1.006, 0.860, -1.114)  -0.524
H (3.932, -2.719, 4.857)  0.229
H (3.982, -1.094, 3.905)  0.202
C (-2.681, 2.510, -1.655)  -0.090
H (1.327, -3.103, 0.867)  0.195
H (-3.772, 3.957, -2.398)  0.505
O (-2.859, 3.666, -2.450)  -0.689
Yb (-1.604, -1.126, -0.375)  1.929
H (-1.138, 1.778, -2.956)  0.325
H (0.614, -1.746, 2.802)  0.195
H (1.123, -0.344, -0.124)  0.535
C (1.657, -2.061, 0.942)  -0.066
C (1.658, -1.622, 2.451)  -0.454
H (-3.408, 1.726, -1.932)  0.162
H (2.655, -1.911, 0.516)  0.214

---

No. 6
ORCA calculation (ωB97M-V with the def2-TZVPD basis set) on 8 unconnected molecules or ions with the total composition C20H36BBr14F5O3.

Output
* frontier orbital gap: 0.929 eV
* LUMO level: 2.186 eV
* charge: -2
* E: -1022326.127 eV

Last column: Löwdin charge in e.
Atoms and positions in Å:
C (-2.252, 1.719, 2.021)  -0.706
H (-2.500, 2.474, 2.762)  -0.047
H (-1.953, 0.804, 2.525)  0.055
C (0.343, 5.127, -9.304)  -0.696
H (-5.359, 2.500, 6.984)  0.054
H (-2.880, -5.261, 2.976)  0.038
O (3.824, -4.289, 1.373)  -0.098
C (0.393, -4.571, 3.543)  -0.556
F (-0.743, -5.323, 3.447)  0.091
Br (2.025, 6.084, -9.504)  0.603
Br (-0.445, -1.553, -2.861)  0.628
Br (-3.921, 1.335, 1.090)  0.580
H (2.004, -1.238, 4.113)  0.091
C (4.196, 0.642, -1.231)  -0.722
H (3.588, -3.874, 0.543)  -0.009
H (-3.693, 3.100, 7.108)  0.048
C (-1.286, -0.576, -4.312)  -0.694
Br (-3.867, -3.326, 4.125)  0.643
F (1.232, -5.043, 2.663)  0.211
H (-5.273, 3.158, 4.475)  0.051
Br (-0.453, 0.791, 0.019)  0.653
H (-4.668, -4.193, 1.436)  0.053
C (-2.383, 0.324, -3.809)  -0.697
B (4.418, -3.256, 2.308)  -0.643
H (3.525, 3.693, -3.836)  0.055
Br (-6.694, -5.128, 2.546)  0.560
H (0.571, 4.190, -8.807)  0.051
O (5.786, -5.149, 3.280)  -0.155
C (2.966, -0.119, -1.647)  -0.734
H (0.002, 4.926, -10.317)  0.057
C (-4.735, 3.643, 5.283)  -0.681
H (4.733, -2.254, 1.654)  0.011
C (1.061, -2.282, 2.453)  -0.093
Br (1.924, 1.745, -5.351)  0.655
Br (1.730, 3.485, -2.127)  0.658
H (0.505, -1.399, 2.115)  0.082
Br (4.858, 0.059, 0.509)  0.720
Br (-3.808, 0.985, 5.806)  0.639
H (-1.637, -1.311, -5.030)  0.047
C (-1.206, 2.231, 1.077)  -0.685
Br (-3.100, 4.368, 4.514)  0.655
H (-4.215, -5.784, 4.022)  0.051
O (6.651, -3.112, 3.543)  -0.215
H (-2.097, 0.867, -2.912)  0.030
C (3.360, -2.847, 3.541)  -0.147
Br (-0.303, 5.984, -6.650)  0.666
H (2.792, -1.042, 2.558)  0.065
H (-2.684, 1.030, -4.581)  0.051
H (2.478, 0.371, -2.489)  -0.006
H (1.987, 4.157, -5.882)  0.021
H (-4.636, -5.967, 1.465)  0.056
H (2.254, -0.241, -0.837)  0.007
C (-3.909, -5.066, 3.268)  -0.685
C (-4.446, 2.711, 6.430)  -0.704
H (-1.589, 2.973, 0.383)  0.047
H (5.011, 0.527, -1.941)  0.041
H (3.962, 1.699, -1.114)  0.003
F (0.830, -4.771, 4.774)  0.177
H (1.336, -2.818, 1.545)  0.128
C (2.301, -1.776, 3.200)  -0.215
C (-0.676, 5.947, -8.558)  -0.688
C (-4.804, -5.071, 2.059)  -0.685
C (0.054, -3.069, 3.269)  -0.422
Br (-3.997, -0.674, -3.371)  0.589
H (-0.713, 6.978, -8.892)  0.048
H (2.543, 5.169, -3.742)  0.056
H (-0.489, 0.016, -4.760)  0.002
H (-1.664, 5.500, -8.650)  0.058
F (-1.123, -3.092, 2.549)  0.018
C (2.512, 4.082, -3.803)  -0.678
H (0.617, 3.794, -4.818)  0.012
H (-0.368, 2.653, 1.630)  0.064
H (-5.299, 4.509, 5.625)  0.052
C (5.737, -3.902, 3.093)  -0.694
C (1.679, 3.641, -4.976)  -0.741
Br (3.418, -1.902, -2.286)  0.606
F (-0.251, -2.478, 4.440)  0.101
H (2.926, -3.780, 3.911)  0.075
H (3.992, -2.452, 4.344)  0.085

---

No. 7
ORCA calculation (ωB97M-V with the def2-TZVPD basis set) on a molecular structure, C53H32ClCuIN5O.

Output
* <S²>: 0.75
* frontier orbital gap (alpha / beta): 5.190 / 5.181 eV
* LUMO level (alpha / beta): 1.510 / 1.522 eV
* charge: -1
* multiplicity: 2
* E: -130235.251 eV

Last column: Mulliken spin population.
Atoms and positions in Å:
C (4.155, -0.218, 4.452)  0.000
C (-4.412, 0.117, -4.230)  0.000
Cu (0.603, 0.192, 0.387)  0.640
C (-3.428, 0.217, -3.303)  0.002
C (0.393, -5.138, -0.128)  -0.001
H (-4.037, 2.462, -1.160)  0.000
C (2.994, -2.831, 2.115)  0.007
C (0.300, -3.647, -0.049)  -0.007
C (2.058, 2.758, 0.748)  0.001
H (3.138, 4.828, -1.289)  0.000
H (-2.489, 2.877, -2.797)  -0.001
H (2.412, -7.601, -1.315)  0.000
C (-0.902, -0.027, -3.268)  0.007
C (1.179, 3.526, 0.027)  0.002
C (-0.778, -3.131, -0.877)  0.002
C (-1.467, -3.708, -1.958)  -0.005
H (-4.867, -0.327, -1.892)  0.000
H (7.243, -0.889, 5.682)  0.000
C (1.825, 7.756, -0.192)  0.000
H (-0.899, 4.753, -1.730)  -0.001
C (4.356, -0.516, 3.104)  0.000
H (-2.793, -2.850, -3.555)  0.001
H (0.091, 7.921, 1.062)  0.000
H (7.631, -1.413, 3.293)  0.000
C (-6.428, 1.206, -3.271)  0.000
H (3.786, -3.037, 2.818)  0.000
C (-3.074, 0.160, 2.492)  -0.002
N (-0.225, 1.693, -0.726)  0.082
C (3.234, -0.347, 2.124)  0.003
C (-2.043, 0.184, -3.929)  -0.002
H (-0.273, 5.476, 1.188)  0.000
C (-1.292, 1.494, -1.527)  -0.010
C (-2.050, -1.554, -1.921)  -0.004
H (-1.371, -7.930, 0.662)  0.000
H (0.101, -0.013, -3.669)  0.000
C (0.049, 3.026, -0.695)  0.010
C (-1.922, 0.043, 1.667)  -0.018
Cl (-6.229, 0.066, 0.098)  0.000
I (-2.770, 0.332, 4.544)  0.000
H (-1.491, -5.469, 0.830)  0.000
C (1.246, -2.965, 0.671)  0.013
C (-2.227, -2.715, -2.648)  0.007
H (3.513, 7.272, -1.427)  0.000
H (-6.123, 3.069, -2.202)  0.000
C (-2.211, -0.118, 0.283)  0.016
C (1.555, -7.139, -0.840)  0.000
C (3.773, 2.158, 2.089)  0.004
H (5.790, -1.163, 1.658)  0.000
C (-4.535, 0.102, 0.586)  0.000
C (5.185, -0.349, 5.375)  0.000
H (5.007, -0.116, 6.418)  0.000
H (-4.097, -0.084, -5.250)  0.000
C (-4.565, 1.742, -1.775)  0.000
C (-0.635, -5.940, 0.361)  -0.001
C (6.439, -0.783, 4.964)  0.000
N (-1.272, -1.870, -0.873)  -0.009
C (-0.868, 3.693, -1.531)  0.006
H (3.174, 0.115, 4.768)  0.000
C (6.655, -1.079, 3.624)  0.000
N (1.494, -1.597, 0.850)  0.064
C (0.554, 5.877, 0.615)  0.000
C (-1.706, 2.717, -2.075)  0.005
C (-0.567, -7.323, 0.264)  0.000
C (2.569, -1.489, 1.687)  -0.007
C (-3.485, 0.045, -0.337)  0.002
C (2.975, 0.995, 1.725)  -0.004
C (-4.008, 0.342, -1.818)  0.000
C (2.214, -3.713, 1.494)  0.000
C (1.482, -5.756, -0.742)  -0.001
N (1.975, 1.378, 0.937)  0.110
H (2.277, -5.135, -1.137)  0.000
C (2.682, 6.884, -0.851)  0.000
H (2.236, -4.785, 1.591)  -0.001
H (-5.203, 0.198, 2.611)  0.000
O (-0.729, 0.074, 2.106)  0.003
H (1.986, 8.825, -0.251)  0.000
H (0.583, -9.008, -0.413)  0.000
C (5.622, -0.940, 2.705)  0.000
C (-5.706, 2.084, -2.383)  0.000
C (3.204, 3.231, 1.492)  0.002
H (-7.496, 1.366, -3.377)  0.000
H (-2.028, 0.372, -4.996)  0.000
H (3.521, 4.261, 1.544)  -0.001
C (-1.358, -0.047, -1.826)  0.009
H (-6.466, -0.235, -4.785)  0.000
H (-1.403, -4.750, -2.229)  0.000
C (0.530, -7.929, -0.335)  0.000
C (1.411, 4.997, -0.040)  0.003
C (0.761, 7.248, 0.542)  0.000
C (2.473, 5.513, -0.777)  0.001
C (-5.838, 0.291, -4.072)  0.000
H (4.642, 2.141, 2.728)  -0.001
C (-4.338, 0.147, 1.966)  0.000
N (-0.971, -0.554, -0.479)  0.073

---

No. 8
ORCA calculation (ωB97M-V with the def2-TZVPD basis set) on a molecular structure, C9H24ClIIrN5OP2.

Output
* <S²>: 8.78
* frontier orbital gap (alpha / beta): 6.882 / 4.552 eV
* LUMO level (alpha / beta): -10.586 / -14.766 eV
* charge: +3
* multiplicity: 6
* relative energy (zero: lowest compared OMol25 entry of this formula, charge and spin): 0.0 kcal per mole
* E: -61225.715 eV

Last column: natural (NBO) charge in e.
Atoms and positions in Å:
H (3.929, -1.719, 0.983)  0.293
H (-4.290, -1.086, 3.040)  0.444
H (-3.568, -1.750, 4.451)  0.455
C (0.855, -2.454, -0.590)  -0.946
H (-2.753, -0.537, -0.150)  0.257
H (-1.125, 1.993, -2.902)  0.252
I (2.156, 3.320, 0.641)  0.511
C (-2.387, -0.058, -1.065)  -0.948
C (3.187, -1.032, -1.470)  -0.937
H (0.110, -2.609, 0.194)  0.244
N (-2.359, -1.415, 2.986)  0.197
H (2.680, -1.009, -2.443)  0.253
C (-2.140, 2.132, 0.780)  -0.952
H (2.888, 1.845, -2.430)  0.281
N (-2.015, -0.773, 1.878)  -0.021
H (-1.397, 2.508, 1.488)  0.261
H (2.518, -2.506, 1.727)  0.261
O (0.362, 0.054, -2.794)  -0.353
H (-2.781, 1.400, 1.287)  0.248
H (-2.587, 2.683, -2.132)  0.284
C (2.889, -1.563, 1.297)  -0.961
H (2.861, -0.782, 2.069)  0.270
H (1.820, 1.697, -3.875)  0.301
H (1.454, -3.361, -0.695)  0.297
H (1.500, 2.938, -2.628)  0.283
P (-1.277, 1.301, -0.605)  1.064
H (-0.963, 3.394, -1.792)  0.256
H (-1.823, -0.780, -1.659)  0.265
C (-0.309, -1.599, 2.869)  0.217
H (-3.238, 0.298, -1.661)  0.295
P (1.892, -1.039, -0.161)  1.089
C (0.992, 0.900, -2.152)  0.443
N (-1.298, -1.876, 3.715)  -0.178
H (0.339, -2.240, -1.527)  0.270
C (1.862, 1.918, -2.811)  -0.723
C (-1.518, 2.470, -1.999)  -0.939
H (0.727, -1.775, 3.108)  0.272
H (3.803, -1.934, -1.372)  0.283
N (-0.703, -1.022, 1.721)  -0.173
H (3.796, -0.131, -1.317)  0.252
H (-2.744, 2.971, 0.394)  0.286
Ir (1.050, 1.159, -0.228)  0.338
N (-3.508, -1.090, 3.691)  -0.249
Cl (1.110, 1.158, 2.141)  -0.341